Record 1
Formula: C5H9NO
Source: OMol25
Level of theory: ωB97M-V with the def2-TZVPD basis set

Each line ends with the natural charge from an NBO analysis.
Element x y z (Å)
O -0.921 -0.166 -1.290  -0.543
N 1.441 0.311 -0.083  -0.628
C 0.389 1.330 0.047  -0.249
C -1.224 -0.170 0.728  -0.429
C -0.983 0.833 -0.298  0.037
C 0.944 -1.042 -0.098  -0.251
C -0.429 -1.101 -0.147  0.041
H 0.318 1.598 1.027  0.174
H 1.603 -1.688 -0.867  0.219
H 0.775 2.203 -0.448  0.199
H 1.138 -1.481 0.895  0.190
H 2.046 0.779 -1.043  0.375
H -2.303 -0.712 0.998  0.241
H -1.753 1.629 -0.750  0.207
H -0.588 -0.095 1.715  0.194
H -0.452 -2.229 -0.385  0.223

relative energy (zero: lowest compared OMol25 entry of this formula, charge and spin) = 5.521 eV
frontier orbital gap = 9.36 eV
spin multiplicity = 1



Record 2
Formula: C5H9NO
Source: OMol25
Level of theory: ωB97M-V with the def2-TZVPD basis set

Each line ends with the natural charge from an NBO analysis.
Element x y z (Å)
O 2.423 0.113 0.940  -0.510
N -0.326 -1.619 -1.423  -0.614
C 1.810 0.723 0.096  0.441
C -0.914 -1.406 0.889  -0.689
C -0.601 -0.823 -0.470  0.316
C 0.455 1.348 0.323  -0.508
C -0.606 0.690 -0.580  -0.467
H 0.207 1.245 1.383  0.228
H -1.599 -2.249 0.775  0.242
H 0.511 2.417 0.079  0.232
H 2.216 0.834 -0.933  0.105
H 0.008 -1.781 1.347  0.248
H -0.443 0.981 -1.625  0.210
H -1.594 1.067 -0.287  0.232
H -0.107 -1.098 -2.276  0.325
H -1.355 -0.669 1.569  0.207

relative energy (zero: lowest compared OMol25 entry of this formula, charge and spin) = 1.338 eV
frontier orbital gap = 10.66 eV
spin multiplicity = 1
SMILES = [H]/N=C(/C)CCC=O



Record 3
Formula: C5H9NO
Source: OMol25
Level of theory: ωB97M-V with the def2-TZVPD basis set

Each line ends with the natural charge from an NBO analysis.
Element x y z (Å)
O 0.395 0.257 1.422  -0.075
N 3.474 -0.459 1.435  -0.482
C -1.795 0.367 0.356  -0.619
C 0.026 -1.345 -0.365  -0.623
C 2.350 -0.353 1.316  0.165
C 0.406 1.087 -0.820  -0.609
C -0.124 0.068 0.176  0.191
H 1.371 1.368 -0.610  0.238
H -0.307 -1.372 -1.399  0.228
H -1.970 1.195 1.049  0.221
H -2.261 -0.515 0.828  0.216
H -0.612 -2.051 0.182  0.222
H -2.098 0.621 -0.692  0.213
H 0.304 0.886 -1.927  0.240
H 1.113 -1.697 -0.268  0.252
H -0.272 1.945 -0.683  0.221

relative energy (zero: lowest compared OMol25 entry of this formula, charge and spin) = 1.662 eV
frontier orbital gap (spin up / spin down) = 10.47 / 7.51 eV
spin multiplicity = 3



Record 4
Formula: C5H9NO
Source: OMol25
Level of theory: ωB97M-V with the def2-TZVPD basis set

Each line ends with the natural charge from an NBO analysis.
Element x y z (Å)
O -0.580 -1.197 0.140  -0.555
N -2.079 0.728 -0.065  -0.331
C 1.121 -0.049 -1.279  -0.666
C 1.219 -0.028 1.227  -0.716
C -1.000 1.301 0.087  -0.213
C -1.875 -0.720 -0.063  0.061
C 0.384 -0.049 0.054  0.449
H -0.798 2.327 0.112  0.220
H 2.013 -0.778 1.289  0.243
H 1.761 0.891 1.426  0.238
H -2.226 -0.807 -1.131  0.169
H -2.631 -1.274 0.582  0.188
H 1.968 -0.646 -1.203  0.215
H 0.386 -0.356 -1.976  0.233
H 0.792 -0.208 2.152  0.244
H 1.545 0.866 -1.352  0.222

relative energy (zero: lowest compared OMol25 entry of this formula, charge and spin) = 2.793 eV
frontier orbital gap (spin up / spin down) = 5.60 / 6.95 eV
spin multiplicity = 3